{
  "formula": "C34H33BBrIN10O3SSiTl",
  "method": "ωB97M-V/def2-TZVPD",
  "e_lumo_ev": 1.66,
  "total_charge": -1,
  "homo_lumo_gap_ha": 0.262,
  "total_energy_ev": -159066.4853,
  "relative_energy_kj_mol": 0.0,
  "elements": ["Tl", "C", "C", "N", "N", "C", "B", "N", "C", "C", "C", "N", "N", "C", "C", "C", "N", "H", "H", "H", "H", "H", "H", "H", "H", "H", "H", "C", "Si", "C", "C", "N", "C", "C", "C", "C", "C", "C", "H", "H", "H", "H", "H", "H", "H", "H", "H", "H", "H", "H", "H", "H", "Br", "C", "C", "C", "C", "C", "C", "I", "H", "H", "H", "H", "O", "N", "C", "C", "N", "C", "N", "O", "C", "O", "C", "C", "C", "C", "S", "C", "C", "H", "H", "H", "H", "H"],
  "coordinates": [[-0.329, -0.596, 0.347], [-2.815, -2.111, 4.022], [-2.525, -1.212, 2.990], [-1.302, -1.425, 2.518], [-0.783, -2.450, 3.219], [-1.675, -2.882, 4.126], [0.634, -3.010, 2.935], [0.678, -3.672, 1.532], [1.043, -4.921, 1.203], [0.962, -5.057, -0.168], [0.523, -3.806, -0.609], [0.355, -2.984, 0.417], [1.643, -1.854, 2.949], [2.784, -1.765, 3.650], [3.448, -0.624, 3.256], [2.616, -0.070, 2.276], [1.531, -0.808, 2.105], [-3.716, -2.182, 4.605], [-3.150, -0.454, 2.545], [-1.439, -3.712, 4.770], [0.928, -3.822, 3.775], [1.352, -5.618, 1.965], [1.175, -5.931, -0.758], [0.323, -3.463, -1.612], [3.036, -2.516, 4.381], [4.394, -0.251, 3.608], [2.769, 0.816, 1.684], [-3.259, 1.588, -0.127], [-3.072, 0.101, -1.221], [-4.783, -0.434, -1.778], [-2.089, 0.640, -2.715], [-2.325, -1.190, -0.313], [-2.483, -2.548, -0.663], [-2.764, -2.939, -1.975], [-3.044, -4.262, -2.296], [-3.013, -5.243, -1.318], [-2.708, -4.875, -0.012], [-2.450, -3.555, 0.310], [-3.835, 2.357, -0.653], [-2.296, 2.033, 0.118], [-3.783, 1.358, 0.806], [-5.495, 0.381, -1.624], [-5.134, -1.302, -1.213], [-4.802, -0.697, -2.838], [-2.573, 1.477, -3.227], [-1.952, -0.171, -3.436], [-1.095, 0.978, -2.410], [-2.781, -2.185, -2.754], [-3.277, -4.522, -3.322], [-3.231, -6.275, -1.564], [-2.686, -5.625, 0.769], [-2.243, -3.287, 1.333], [-1.307, 4.731, 4.825], [0.135, 4.613, 3.602], [0.982, 5.710, 3.509], [2.068, 5.677, 2.652], [2.304, 4.552, 1.877], [1.452, 3.465, 1.964], [0.365, 3.482, 2.830], [-0.826, 1.791, 2.920], [0.779, 6.585, 4.111], [2.722, 6.537, 2.585], [3.141, 4.519, 1.192], [1.606, 2.600, 1.335], [-0.221, 1.875, -0.118], [0.546, 2.304, -1.044], [0.596, 3.615, -1.125], [-0.219, 4.475, -0.303], [-0.869, 5.162, 0.353], [1.473, 4.230, -2.083], [2.156, 4.798, -2.816], [4.836, 3.651, -5.298], [3.936, 2.668, -5.551], [3.629, 2.427, -6.686], [3.396, 1.943, -4.364], [2.165, 1.305, -4.490], [1.643, 0.580, -3.441], [2.354, 0.433, -2.244], [1.869, -0.718, -0.997], [3.570, 1.096, -2.111], [4.084, 1.844, -3.164], [4.869, 3.810, -4.346], [1.625, 1.401, -5.422], [0.680, 0.096, -3.539], [4.117, 1.008, -1.181], [5.055, 2.312, -3.035]],
  "forces_ev_per_a": [[0.71, -0.26, -0.38], [-0.03, 0.05, -0.02], [-0.04, -0.05, -0.01], [-0.01, 0.01, 0.13], [0.11, 0.00, -0.03], [0.01, -0.05, 0.00], [-0.02, 0.03, -0.23], [-0.22, 0.08, 0.07], [0.03, -0.02, 0.06], [-0.03, -0.03, -0.02], [0.10, 0.02, 0.02], [0.26, -0.22, 0.11], [-0.10, 0.05, 0.09], [-0.01, 0.02, 0.04], [0.00, 0.05, -0.06], [0.01, 0.07, 0.06], [0.10, -0.06, 0.08], [0.00, -0.02, -0.01], [0.01, 0.00, -0.01], [0.03, 0.03, 0.02], [-0.05, 0.02, -0.05], [-0.03, 0.00, 0.01], [0.01, 0.01, 0.00], [0.00, 0.00, 0.01], [0.00, -0.03, -0.03], [-0.02, 0.00, 0.02], [-0.01, 0.01, -0.05], [-0.03, 0.13, 0.21], [-0.31, -0.13, 0.01], [-0.14, -0.12, -0.05], [0.22, -0.02, -0.14], [0.21, 0.39, -0.27], [-0.18, 0.23, 0.04], [-0.01, -0.01, -0.10], [0.10, 0.06, 0.00], [0.00, 0.02, 0.02], [-0.03, 0.00, -0.03], [-0.25, -0.02, 0.08], [-0.03, -0.05, -0.01], [-0.09, 0.03, 0.06], [-0.02, 0.00, -0.05], [0.02, -0.01, -0.01], [-0.01, 0.03, -0.01], [-0.03, -0.03, 0.03], [-0.02, -0.03, 0.00], [-0.04, 0.05, -0.02], [-0.04, 0.02, -0.04], [0.02, -0.07, -0.01], [0.00, 0.00, -0.01], [0.02, 0.00, 0.00], [0.03, 0.01, 0.01], [-0.01, 0.00, 0.06], [0.01, -0.02, -0.06], [0.08, 0.02, 0.01], [0.00, -0.01, -0.02], [-0.02, 0.01, 0.00], [0.00, -0.03, 0.02], [0.09, 0.01, 0.10], [0.04, 0.08, 0.05], [-0.12, -0.05, 0.43], [0.00, 0.00, 0.00], [-0.01, 0.00, -0.01], [-0.01, 0.01, -0.01], [0.01, -0.02, 0.03], [-0.09, -0.38, 0.16], [-0.03, 0.39, 0.27], [0.03, 0.24, -0.29], [0.12, -0.16, -0.16], [-0.07, 0.07, -0.08], [-0.26, -0.11, 0.19], [0.11, -0.08, -0.03], [0.01, -0.08, 0.05], [0.01, 0.10, 0.07], [-0.02, -0.02, 0.00], [0.08, 0.02, -0.12], [-0.14, 0.05, 0.01], [0.03, -0.16, -0.01], [-0.27, -0.07, -0.18], [0.09, -0.04, -0.03], [0.07, 0.06, -0.09], [0.02, -0.08, 0.21], [-0.08, 0.09, -0.02], [0.01, -0.03, 0.00], [0.06, -0.03, -0.03], [0.03, -0.02, -0.03], [0.00, 0.00, -0.01]],
  "mulliken_charge": [1.52, -1.42, -0.30, 0.49, 0.05, -0.15, -0.45, 0.03, -0.08, -1.52, -0.49, 0.34, -0.22, -0.17, -1.53, -0.28, 0.92, 0.44, 0.38, 0.45, -0.16, 0.46, 0.44, 0.54, 0.45, 0.44, 0.43, -0.48, 0.29, -1.27, -0.28, 0.14, -0.01, -0.02, -0.87, -0.71, -0.54, 0.08, 0.39, -0.25, 0.24, 0.43, 0.31, 0.33, 0.40, 0.38, -0.39, 0.26, 0.41, 0.36, 0.44, 0.32, -0.23, 0.15, -0.47, -0.66, -0.70, 0.32, -0.07, 0.60, 0.39, 0.36, 0.48, -0.01, -0.81, 0.08, 1.01, -0.07, -0.59, -0.28, -0.61, -0.51, 0.44, -0.58, 0.89, -0.99, -0.35, 0.71, -0.30, -0.79, -0.91, 0.35, 0.42, 0.40, 0.46, 0.29]
}